47
Properties=species:S:1:pos:R:3:lowdin_charge:R:1 method="wB97M-V/def2-TZVPD" e_tot_ha=-2590.61504 s2=6.118 orbital_gap_ev="5.632 / 5.018" relative_energy_kcal_mol=0.0 e_lumo_ev="-2.4551 / -6.0059" e_homo_ha="-0.297 / -0.405" charge=+1 multiplicity=5
C -0.44244 -0.82643 -2.16598 -0.01
C -0.79519 0.52371 -1.76169 -0.12
C 0.15850 1.54424 -1.82654 -0.32
O 1.43300 1.38964 -2.02457 0.01
Si 2.74609 2.52817 -1.86340 0.52
C 4.16230 1.35312 -1.57688 -0.15
C 2.87904 3.44282 -3.47457 -0.15
C 2.36958 3.65159 -0.43328 -0.15
O -0.31105 2.76796 -1.66254 0.08
C -1.81114 2.65379 -1.61020 -0.03
C -2.08636 1.16474 -1.53122 -0.08
H -1.23049 -1.53527 -1.88706 0.10
H -0.24163 -0.94807 -3.24245 0.13
H 0.47850 -1.11724 -1.64381 0.11
H 5.05327 1.87885 -1.20479 0.05
H 3.89927 0.57329 -0.84879 0.04
H 4.43861 0.85049 -2.51443 0.05
H 3.64062 4.23471 -3.40727 0.05
H 3.16599 2.77306 -4.29482 0.05
H 1.92553 3.91509 -3.74431 0.04
H 3.29901 4.08259 -0.03280 0.05
H 1.72906 4.48791 -0.73870 0.04
H 1.86700 3.12828 0.38931 0.04
H -2.16639 3.20986 -0.74095 0.14
H -2.20448 3.09546 -2.53435 0.15
H -2.84706 0.87300 -2.25933 0.15
H -2.48540 0.91220 -0.53824 0.15
O 1.51058 -3.86694 3.24018 0.16
C 0.43922 -3.54584 2.91706 -0.11
Fe -1.30615 -3.33397 2.70814 0.16
C -1.52353 -4.92319 1.84554 -0.09
O -1.40240 -6.05853 1.61558 0.14
C -1.57508 -4.13603 4.23876 -0.12
O -1.51279 -4.92681 5.09347 0.16
C -1.05561 -1.47802 0.88312 -0.13
C -0.56838 -0.68580 2.02672 -0.21
C -1.05510 -1.40834 3.27058 -0.24
C -2.44963 -1.66048 3.33448 -0.13
C -3.01043 -2.24503 2.19452 -0.17
C -2.19147 -2.26815 1.01753 -0.18
H -0.42405 -1.56078 0.00504 0.06
H 0.53084 -0.59644 1.99907 0.12
H -0.95395 0.36140 2.01264 0.11
H -0.47773 -1.24598 4.19002 0.12
H -3.01867 -1.53632 4.25572 0.13
H -4.00780 -2.69558 2.19017 0.13
H -2.57162 -2.79675 0.13534 0.12